No. 1
11
Properties=species:S:1:pos:R:3:forces:R:3 method="wB97M-V/def2-TZVPD" homo_energy_ev=-9.978 max_force_ev_per_a=1.411 de_lowest_kcal_mol=27.5
N 1.8189 0.7814 -0.3336 -0.52 0.28 0.08
N 1.9033 -0.5321 -0.0754 0.58 0.91 0.42
N 0.7337 -1.1195 0.2334 -0.25 0.53 -0.06
C -0.1595 -0.1599 0.0372 0.02 -0.03 -0.05
C -1.6460 -0.3324 0.0737 -0.03 -0.03 0.03
C 0.5374 1.0402 -0.2771 0.04 0.12 -0.06
H -2.1100 0.6160 0.3750 0.06 -0.28 -0.03
H -2.0267 -0.5779 -0.9280 0.10 0.02 0.26
H 0.1924 2.0646 -0.3546 -0.17 -0.29 -0.30
H 2.7288 -0.6038 0.5068 0.02 -1.40 -0.16
H -1.9572 -1.1226 0.7653 0.13 0.17 -0.15

No. 2
8
Properties=species:S:1:pos:R:3:forces:R:3 method="wB97M-V/def2-TZVPD" multiplicity=2 homo_energy_ev="-13.335 / -14.952" charge=+1 max_force_ev_per_a=5.212 de_lowest_kcal_mol=7.7
Cu 1.8206 0.5281 -1.5415 0.83 1.53 -0.84
O -0.4682 -0.2516 1.0587 2.58 -0.59 0.29
O 0.9523 -1.0223 -1.1550 1.01 -0.99 1.98
C 1.5927 -0.6962 0.0381 0.69 -1.14 1.19
C 0.8184 -0.3283 1.1392 -4.55 2.52 0.30
Li -0.8827 -0.9941 -0.6161 -0.21 -0.08 0.09
H 1.3282 0.1362 2.0051 -0.20 -0.68 -0.07
H 2.5308 -0.9730 0.6733 -0.15 -0.58 -2.94

The following electronic energy values (in eV) correspond, in order, to the records above: -7661.2651, -51037.5060.